(1)
{"formula": "C46H40N6O2S4V", "method": "wB97M-V/def2-TZVPD", "charge": 2, "e_homo_ha": [-0.44598, -0.44631], "energy_ev": -130400.15163, "spin_multiplicity": 2, "homo_lumo_gap_ev": [5.21, 5.95], "e_lumo_ev": [-6.92, -6.20], "s_squared": 0.79, "elements": ["V", "C", "C", "S", "C", "C", "S", "C", "C", "S", "H", "H", "H", "H", "H", "H", "H", "H", "H", "H", "H", "H", "O", "S", "O", "N", "C", "C", "C", "C", "C", "C", "C", "C", "N", "C", "C", "C", "C", "C", "C", "C", "H", "H", "H", "H", "H", "H", "H", "H", "H", "H", "H", "C", "C", "C", "C", "C", "C", "C", "C", "C", "C", "C", "C", "C", "C", "C", "N", "H", "H", "H", "H", "H", "H", "H", "H", "H", "H", "N", "C", "C", "C", "C", "C", "C", "C", "N", "C", "C", "N", "C", "H", "H", "H", "H", "H", "H", "H"], "xyz": [[-0.464, -0.691, 0.543], [0.547, 3.736, 0.434], [0.546, 2.918, 1.727], [1.153, 1.265, 1.328], [2.212, 0.661, 2.639], [2.815, -0.633, 2.051], [1.965, -1.335, 0.585], [2.783, -0.743, -0.951], [2.261, 1.902, -1.376], [-0.165, 2.991, -1.055], [1.542, 4.120, 0.214], [-0.099, 4.610, 0.555], [-0.438, 2.874, 2.187], [1.245, 3.359, 2.440], [1.673, 0.461, 3.559], [2.986, 1.407, 2.813], [2.767, -1.441, 2.777], [3.852, -0.503, 1.748], [2.116, -1.163, -1.698], [3.692, -1.346, -0.988], [2.477, 2.533, -2.242], [2.490, 2.483, -0.490], [-0.151, -3.316, 3.468], [-0.829, -2.174, 2.954], [-0.060, -0.921, 2.879], [-1.219, -2.258, 1.386], [-1.528, -3.489, 0.777], [-2.229, -4.529, 1.320], [-2.418, -5.703, 0.560], [-1.916, -5.811, -0.706], [-1.196, -4.735, -1.283], [-0.658, -4.752, -2.585], [-0.011, -3.637, -3.040], [0.107, -2.515, -2.209], [-0.342, -2.464, -0.970], [-1.004, -3.572, -0.520], [-2.316, -1.958, 3.857], [-3.507, -1.653, 3.207], [-4.661, -1.515, 3.960], [-4.614, -1.672, 5.340], [-3.418, -1.981, 5.975], [-2.258, -2.138, 5.235], [-2.626, -4.464, 2.325], [-2.967, -6.526, 0.995], [-2.064, -6.714, -1.282], [-0.770, -5.631, -3.206], [0.409, -3.593, -4.035], [0.563, -1.623, -2.605], [-3.531, -1.538, 2.131], [-5.600, -1.294, 3.470], [-5.519, -1.568, 5.923], [-3.392, -2.119, 7.047], [-1.326, -2.414, 5.711], [-3.642, -0.647, -2.291], [-3.203, 0.057, -3.406], [-1.925, 0.587, -3.422], [-1.064, 0.432, -2.332], [-1.524, -0.227, -1.182], [-2.808, -0.778, -1.192], [0.359, 0.860, -2.455], [1.093, 0.435, -3.509], [2.526, 0.380, -3.775], [3.540, 0.440, -2.889], [4.922, 0.283, -3.306], [5.940, 0.511, -2.468], [5.693, 0.962, -1.102], [4.457, 1.067, -0.618], [3.231, 0.690, -1.415], [0.847, 1.567, -1.346], [-4.632, -1.085, -2.275], [-3.853, 0.186, -4.262], [-1.574, 1.132, -4.290], [-3.177, -1.321, -0.326], [0.502, -0.081, -4.260], [2.784, 0.166, -4.807], [5.105, 0.005, -4.337], [6.962, 0.403, -2.804], [6.540, 1.226, -0.483], [4.284, 1.424, 0.392], [-7.935, 7.012, -0.457], [-7.160, 6.229, -0.134], [-6.188, 5.249, 0.267], [-5.838, 5.120, 1.607], [-4.904, 4.175, 1.992], [-4.319, 3.356, 1.038], [-4.665, 3.477, -0.302], [-5.597, 4.423, -0.685], [-3.352, 2.375, 1.444], [-2.935, 2.099, 2.733], [-1.999, 1.132, 2.638], [-1.830, 0.783, 1.300], [-2.663, 1.569, 0.628], [-6.296, 5.761, 2.347], [-4.646, 4.098, 3.038], [-4.229, 2.844, -1.061], [-5.872, 4.523, -1.726], [-3.329, 2.592, 3.601], [-1.433, 0.677, 3.426], [-2.746, 1.604, -0.439]], "atomic_forces_ev_per_a": [[0.0276, -0.3162, -0.0901], [-0.0381, -0.0298, -0.0255], [0.0288, 0.0250, -0.0129], [0.0212, 0.0845, 0.1139], [0.0158, -0.0915, -0.0502], [-0.0687, 0.0351, 0.0458], [-0.0602, 0.0369, -0.0499], [-0.0106, -0.0202, -0.0442], [-0.0031, 0.0296, -0.0305], [0.0771, 0.0315, -0.0559], [0.0090, -0.0148, -0.0071], [0.0094, 0.0134, -0.0033], [0.0225, -0.0176, -0.0283], [-0.0289, 0.0182, 0.0139], [0.0003, -0.0101, -0.0090], [0.0262, -0.0289, 0.0127], [0.0092, 0.0130, 0.0121], [-0.0059, 0.0067, -0.0191], [0.0017, -0.0079, 0.0004], [-0.0037, 0.0084, -0.0041], [0.0199, 0.0087, 0.0096], [-0.0068, 0.0059, -0.0239], [0.0368, -0.0444, -0.1297], [0.0884, 0.0181, 0.2178], [-0.1376, 0.0320, 0.1533], [-0.0530, 0.1751, -0.1423], [0.0563, 0.0140, 0.0089], [0.0209, 0.0309, 0.0538], [-0.0145, -0.0136, 0.0020], [0.0248, 0.0267, -0.0190], [-0.0541, -0.0429, 0.0407], [0.0338, 0.0322, -0.0126], [-0.0139, -0.0333, -0.0161], [0.0537, 0.0221, -0.0134], [0.0432, -0.0844, 0.0401], [0.0171, 0.0604, 0.0097], [-0.0548, 0.0090, -0.0717], [0.0216, 0.0022, 0.0099], [0.0036, 0.0035, 0.0093], [-0.0090, -0.0002, -0.0070], [0.0152, -0.0096, 0.0038], [0.0242, 0.0094, 0.0099], [-0.0080, -0.0240, -0.0022], [0.0002, 0.0030, 0.0094], [0.0043, 0.0048, -0.0121], [-0.0067, -0.0024, -0.0019], [-0.0082, 0.0010, 0.0000], [0.0015, 0.0169, 0.0001], [-0.0033, 0.0020, 0.0039], [-0.0017, 0.0012, 0.0006], [-0.0005, -0.0012, 0.0025], [0.0022, 0.0003, 0.0026], [-0.0031, -0.0012, 0.0145], [-0.0020, 0.0397, -0.0330], [0.0077, -0.0040, 0.0202], [-0.0543, -0.0142, -0.0099], [0.0136, 0.0397, 0.0682], [0.0104, -0.0333, -0.0858], [0.0636, 0.0918, 0.0432], [0.0316, -0.0104, 0.0768], [-0.0210, -0.0323, -0.0080], [0.0558, 0.0160, -0.0102], [-0.0292, 0.0223, -0.0267], [-0.0073, -0.0018, 0.0185], [-0.0212, 0.0126, 0.0162], [0.0202, -0.0091, -0.0094], [-0.0074, -0.0124, -0.0142], [-0.0022, -0.0188, -0.0014], [-0.0425, 0.0294, -0.0314], [-0.0066, -0.0036, 0.0019], [-0.0024, -0.0010, -0.0062], [0.0015, 0.0021, -0.0031], [0.0107, -0.0097, 0.0040], [0.0024, -0.0226, 0.0027], [-0.0071, -0.0029, 0.0003], [-0.0040, -0.0008, -0.0047], [0.0058, -0.0030, 0.0046], [0.0042, 0.0032, -0.0032], [0.0082, 0.0155, 0.0025], [-0.0111, 0.0095, -0.0073], [0.0167, -0.0070, 0.0052], [-0.0033, -0.0064, 0.0128], [-0.0003, 0.0060, -0.0079], [0.0141, 0.0123, 0.0097], [-0.0250, -0.0040, -0.0267], [0.0089, -0.0163, 0.0155], [-0.0024, 0.0131, -0.0020], [-0.0086, 0.0298, 0.0117], [-0.0078, -0.0147, 0.0341], [-0.0049, -0.0578, -0.0781], [-0.1931, -0.0415, 0.1215], [0.1419, 0.0727, -0.0661], [-0.0020, 0.0004, -0.0012], [0.0055, -0.0047, 0.0044], [-0.0024, -0.0129, -0.0083], [-0.0006, -0.0007, -0.0020], [-0.0210, -0.0001, 0.0042], [-0.0006, -0.0239, 0.0147], [-0.0546, -0.0337, 0.0348]], "lowdin_spin": [1.161, 0.000, 0.001, 0.000, -0.001, -0.003, -0.024, 0.001, 0.000, 0.001, 0.000, 0.000, 0.000, 0.000, 0.000, 0.000, 0.000, -0.001, 0.000, -0.001, 0.000, 0.000, -0.001, 0.000, 0.007, -0.030, 0.001, -0.006, 0.000, -0.006, 0.000, -0.001, 0.000, -0.002, -0.018, -0.001, 0.000, 0.000, 0.000, 0.000, 0.000, 0.000, 0.000, 0.000, 0.000, 0.000, 0.000, 0.000, 0.000, 0.000, 0.000, 0.000, 0.000, -0.003, 0.004, -0.004, -0.003, -0.064, -0.003, 0.000, 0.001, 0.000, 0.000, 0.000, 0.000, 0.000, 0.000, 0.000, 0.007, -0.001, 0.000, -0.001, 0.000, 0.000, 0.000, 0.000, 0.000, 0.000, 0.000, 0.000, 0.000, 0.000, 0.000, 0.000, 0.000, 0.000, 0.000, 0.000, -0.001, 0.000, -0.015, 0.001, 0.000, 0.000, 0.000, 0.000, 0.000, 0.000, 0.000]}

(2)
{"formula": "CH4N2S", "method": "wB97M-V/def2-TZVPD", "e_homo_ha": -0.34111, "smiles": "SN1CN1", "energy_ev": -14914.01185, "spin_multiplicity": 1, "homo_lumo_gap_ev": 10.23, "e_above_lowest_kcal_mol": 82.8, "e_lumo_ev": 0.94, "elements": ["S", "N", "C", "N", "H", "H", "H", "H"], "xyz": [[1.989, -0.068, -0.101], [0.343, -0.223, 0.337], [-0.745, 0.491, -0.366], [-0.659, -1.021, -0.378], [2.434, 0.111, 1.072], [-0.473, 1.050, -1.191], [-1.531, 1.015, 0.337], [-1.359, -1.355, 0.290]], "atomic_forces_ev_per_a": [[-1.0389, -0.6830, -3.1513], [-2.1114, 1.0707, 1.1764], [-0.4027, -1.7910, 3.9929], [0.4200, 1.7923, -1.1873], [0.5164, 0.1832, 2.2984], [0.3485, 0.6165, -2.0037], [1.6357, -1.2155, -1.4060], [0.6325, 0.0268, 0.2805]], "nbo_charge": [0.186, -0.457, -0.102, -0.440, 0.098, 0.185, 0.181, 0.347]}

Number 1: largest force on an atom 0.00642 Eh/bohr. Number 2: largest force on an atom 0.08546 Eh/bohr.